Version one
# C4H6S2

One molecule with the formula C4H6S2 (wB97M-V/def2-TZVPD, the Open Molecules 2025 dataset).

The charge is 0. As for the SMILES: S[C@@H]1C=CSC1. For the LUMO energy, the calculation gives 0.822 eV.

Last columns: bonded neighbours and bond lengths (Å).
Atoms and positions in Å:
1 H 0.66564 1.41520 0.80505  C11 1.107
2 H -0.18342 -0.84244 -1.97711  C4 1.106
3 C 0.40096 -0.60126 0.25507  C4 1.486, S5 1.893, H6 1.104, C11 1.506
4 C -0.35937 -0.35842 -0.99880  H2 1.106, C3 1.486, C8 1.313
5 S 2.22615 -0.87642 -0.16303  C3 1.893, H12 1.386
6 H -0.07250 -1.51233 0.65954  C3 1.104
7 H 0.42473 0.36716 2.19897  C11 1.117
8 C -1.53858 0.15975 -0.74388  C4 1.313, S9 1.777, H10 1.035
9 S -1.66288 0.96667 0.83466  C8 1.777, C11 1.805
10 H -2.31716 0.29972 -1.41178  C8 1.035
11 C 0.06456 0.55572 1.15882  H1 1.107, C3 1.506, H7 1.117, S9 1.805
12 H 2.35187 0.42666 -0.61750  S5 1.386

---

Version two
# C4H6S2

One molecule with the formula C4H6S2 (wB97M-V/def2-TZVPD, the Open Molecules 2025 dataset).

The charge is 0. As for the SMILES: C=CSC(C)=S. For the LUMO energy, the calculation gives -0.289 eV.

Last columns: bonded neighbours and bond lengths (Å).
Atoms and positions in Å:
1 C 1.55799 1.41220 -1.21610  H2 1.144, H3 1.061, H8 1.063, C10 1.508
2 H 2.01022 1.95316 -0.31469  C1 1.144
3 H 2.41634 1.14531 -1.78060  C1 1.061
4 S -0.59141 0.77395 0.10100  C9 1.629, C10 1.792
5 S 1.35844 -1.30337 -0.29565  C10 1.567
6 H -3.15607 -1.33921 1.72068  C7 1.177
7 C -2.75657 -0.28909 1.37041  H6 1.177, C9 1.402, H11 1.072
8 H 0.90285 1.92481 -1.87844  C1 1.063
9 C -1.46485 -0.38868 0.83456  S4 1.629, C7 1.402, H12 1.111
10 C 0.99794 0.20794 -0.50276  C1 1.508, S4 1.792, S5 1.567
11 H -3.55924 0.41653 1.29012  C7 1.072
12 H -0.89378 -1.28407 1.16069  C9 1.111

---

Version three
# C4H6S2

One molecule with the formula C4H6S2 (wB97M-V/def2-TZVPD, the Open Molecules 2025 dataset).

The charge is 0. As for the SMILES: C1S[C@H]2C[C@H]2S1. For the LUMO energy, the calculation gives 0.801 eV.

Last columns: bonded neighbours and bond lengths (Å).
Atoms and positions in Å:
1 S 1.34722 -1.10169 -0.78097  C8 1.834, C11 1.883
2 C -0.63154 -0.30742 1.06678  H3 1.181, H7 1.119, C8 1.554, C10 1.485
3 H 0.33087 0.11391 1.60684  C2 1.181
4 H -1.05015 -2.08043 -0.32341  C8 1.138
5 H 2.14696 1.21843 -1.27945  C11 1.103
6 S -0.17735 1.44464 -1.12432  C10 1.750, C11 1.830
7 H -1.45467 -0.63146 1.75131  C2 1.119
8 C -0.39530 -1.15587 -0.21308  S1 1.834, C2 1.554, H4 1.138, C10 1.524
9 H 1.72098 1.13990 0.44218  C11 1.118
10 C -1.06514 0.21283 -0.25455  C2 1.485, S6 1.750, C8 1.524, H12 1.152
11 C 1.43112 0.76816 -0.57181  S1 1.883, H5 1.103, S6 1.830, H9 1.118
12 H -2.20301 0.37899 -0.31951  C10 1.152

---

So which one wins? Going from most stable to least: version one, version three, version two.